1.
{"formula": "C52H91N13", "method": "ωB97M-V/def2-TZVPD", "orbital_gap_ha": 0.401, "lumo_ev": -0.2, "e_above_lowest_kcal_mol": 149.22, "symbols": ["C", "C", "C", "C", "N", "H", "H", "H", "H", "H", "H", "H", "C", "C", "C", "C", "N", "H", "H", "H", "H", "H", "H", "H", "C", "C", "C", "C", "N", "H", "H", "H", "H", "H", "H", "H", "C", "C", "C", "C", "N", "H", "H", "H", "H", "H", "H", "H", "C", "C", "C", "C", "N", "H", "H", "H", "H", "H", "H", "H", "C", "C", "C", "C", "N", "H", "H", "H", "H", "H", "H", "H", "C", "C", "C", "C", "N", "H", "H", "H", "H", "H", "H", "H", "C", "C", "C", "C", "N", "H", "H", "H", "H", "H", "H", "H", "C", "C", "C", "C", "N", "H", "H", "H", "H", "H", "H", "H", "C", "C", "C", "C", "N", "H", "H", "H", "H", "H", "H", "H", "C", "C", "C", "C", "N", "H", "H", "H", "H", "H", "H", "H", "C", "C", "C", "C", "N", "H", "H", "H", "H", "H", "H", "H", "C", "C", "C", "C", "N", "H", "H", "H", "H", "H", "H", "H"], "coordinates": [[0.517, -14.801, 23.720], [1.118, -13.323, 23.968], [1.248, -12.506, 22.763], [2.311, -12.758, 21.762], [3.099, -12.948, 20.936], [-0.161, -14.883, 22.871], [-0.063, -15.226, 24.539], [1.332, -15.509, 23.566], [2.042, -13.501, 24.518], [0.436, -12.754, 24.600], [1.465, -11.482, 23.068], [0.314, -12.349, 22.225], [-3.729, -14.307, 18.337], [-4.183, -15.815, 18.400], [-3.297, -16.727, 17.471], [-3.386, -16.403, 16.095], [-3.318, -16.086, 14.989], [-2.643, -14.218, 18.379], [-4.163, -13.802, 19.200], [-3.968, -13.838, 17.382], [-5.160, -15.886, 17.921], [-4.396, -16.181, 19.404], [-3.557, -17.773, 17.635], [-2.231, -16.795, 17.686], [3.473, -24.273, 25.438], [2.572, -23.118, 26.001], [2.020, -23.464, 27.398], [1.063, -24.566, 27.497], [0.361, -25.434, 27.627], [3.885, -24.040, 24.456], [2.844, -25.161, 25.364], [4.367, -24.462, 26.032], [1.773, -22.982, 25.273], [2.973, -22.113, 26.135], [1.590, -22.611, 27.922], [2.833, -23.734, 28.072], [-3.698, -18.898, 25.220], [-3.028, -20.176, 25.793], [-3.411, -20.493, 27.225], [-2.904, -19.523, 28.257], [-2.436, -18.810, 29.000], [-3.566, -18.909, 24.138], [-3.294, -18.003, 25.694], [-4.779, -18.894, 25.359], [-1.945, -20.196, 25.673], [-3.466, -20.967, 25.183], [-3.185, -21.511, 27.542], [-4.487, -20.329, 27.284], [6.681, -17.521, 20.252], [7.822, -16.725, 19.515], [7.554, -15.245, 19.520], [8.570, -14.305, 18.934], [9.320, -13.591, 18.460], [5.788, -16.903, 20.157], [6.717, -17.667, 21.332], [6.486, -18.535, 19.903], [7.912, -17.085, 18.490], [8.839, -16.940, 19.844], [7.552, -14.950, 20.570], [6.610, -15.013, 19.028], [-1.642, -26.499, 17.670], [-1.410, -27.671, 16.781], [-2.137, -29.017, 17.178], [-3.497, -28.899, 17.586], [-4.577, -28.708, 17.828], [-2.698, -26.325, 17.876], [-1.221, -25.624, 17.173], [-1.083, -26.462, 18.605], [-0.355, -27.939, 16.717], [-1.668, -27.430, 15.749], [-1.654, -29.443, 18.057], [-2.134, -29.828, 16.449], [2.250, -16.186, 16.038], [1.426, -15.228, 15.055], [2.001, -15.218, 13.614], [1.701, -16.461, 12.870], [1.478, -17.402, 12.252], [2.315, -17.185, 15.609], [1.678, -16.358, 16.950], [3.234, -15.853, 16.367], [1.394, -14.188, 15.377], [0.391, -15.567, 15.004], [3.041, -14.895, 13.639], [1.500, -14.382, 13.124], [-7.419, -22.602, 23.477], [-6.503, -23.814, 23.241], [-5.930, -23.767, 21.898], [-5.201, -22.520, 21.495], [-4.576, -21.546, 21.181], [-8.370, -22.635, 22.945], [-6.840, -21.741, 23.142], [-7.657, -22.566, 24.540], [-7.012, -24.732, 23.535], [-5.633, -23.876, 23.895], [-6.665, -24.027, 21.136], [-5.345, -24.669, 21.720], [2.068, -19.841, 22.025], [0.705, -19.841, 21.333], [0.388, -20.996, 20.380], [0.381, -22.320, 21.006], [0.334, -23.360, 21.499], [2.620, -18.919, 21.840], [2.683, -20.640, 21.610], [2.018, -19.755, 23.111], [0.674, -18.952, 20.703], [-0.224, -19.847, 21.902], [1.237, -20.996, 19.697], [-0.542, -21.046, 19.813], [2.709, -16.690, 31.479], [2.760, -15.568, 30.446], [1.653, -15.695, 29.377], [1.791, -16.878, 28.524], [1.943, -17.749, 27.833], [2.913, -17.690, 31.095], [1.727, -16.623, 31.947], [3.503, -16.499, 32.201], [3.743, -15.571, 29.976], [2.686, -14.643, 31.017], [1.736, -14.938, 28.597], [0.626, -15.765, 29.735], [7.146, -25.036, 21.401], [6.136, -24.197, 20.562], [6.583, -24.117, 19.067], [5.685, -23.362, 18.178], [5.024, -22.777, 17.441], [8.178, -24.697, 21.319], [7.023, -26.110, 21.257], [6.962, -24.791, 22.447], [6.013, -23.162, 20.881], [5.140, -24.617, 20.705], [6.750, -25.065, 18.555], [7.529, -23.578, 19.024], [-3.578, -28.464, 23.267], [-2.160, -28.258, 22.659], [-1.034, -27.943, 23.663], [-0.740, -29.120, 24.522], [-0.449, -30.073, 25.040], [-4.395, -28.395, 22.550], [-3.755, -27.683, 24.007], [-3.710, -29.420, 23.774], [-2.244, -27.482, 21.898], [-1.934, -29.120, 22.031], [-1.440, -27.223, 24.373], [-0.194, -27.555, 23.087], [-0.314, -23.211, 12.192], [0.426, -22.455, 13.307], [-0.345, -21.400, 14.102], [-1.535, -22.004, 14.600], [-2.550, -22.441, 14.995], [-1.266, -23.634, 12.510], [0.337, -24.008, 11.832], [-0.435, -22.522, 11.355], [1.235, -21.998, 12.738], [0.941, -23.228, 13.878], [-0.735, -20.469, 13.691], [0.301, -21.030, 14.899]], "forces_ev_per_a": [[0.437, 0.770, 0.082], [-1.389, -3.174, 1.136], [0.933, 2.107, -1.802], [0.189, -0.813, -0.513], [-0.663, 0.201, 0.862], [0.151, 0.377, -0.247], [0.162, 0.463, 0.402], [0.070, 0.091, -0.203], [0.095, 0.475, -0.124], [0.026, -0.230, 0.266], [0.152, 0.228, 0.225], [-0.154, -0.540, -0.086], [0.052, -1.301, 0.321], [0.303, 0.871, -1.738], [-0.169, -0.915, 2.431], [0.175, 0.717, -1.984], [-0.250, -0.196, 0.539], [0.113, -0.156, 0.395], [0.002, 0.362, -0.324], [-0.498, -0.029, 0.167], [-0.215, 0.183, 0.015], [0.853, -0.146, 0.009], [-0.519, -0.109, -0.237], [0.183, 0.704, 0.416], [-0.083, 1.220, 0.266], [-0.163, -0.749, 0.000], [0.082, -0.011, 0.382], [2.103, 2.417, -0.532], [-2.121, -2.468, 0.246], [-0.387, 0.106, -0.183], [0.229, -0.105, 0.020], [-0.245, -0.137, 0.423], [-0.293, -0.049, 0.174], [0.785, -0.246, -0.327], [-0.264, 0.210, -0.372], [0.320, -0.153, -0.146], [0.557, -0.458, 0.367], [-0.648, 0.204, -0.567], [-0.573, 1.284, 1.093], [-0.452, -2.238, -2.412], [0.738, 1.517, 1.539], [0.289, 0.361, 0.046], [0.020, 0.129, -0.272], [-0.041, -0.189, 0.291], [-0.047, 0.176, -0.175], [0.344, -0.393, 0.059], [0.103, 0.113, -0.045], [-0.264, -0.501, 0.057], [0.105, 0.737, 0.008], [0.335, -1.614, -0.418], [0.716, 1.368, 0.337], [-1.269, -1.964, 0.401], [0.790, 0.785, -0.399], [-0.347, -0.301, -0.375], [0.877, 0.415, 0.172], [0.132, 0.240, -0.592], [-0.519, 0.006, -0.227], [-0.104, 0.053, 0.715], [-0.628, 0.241, 0.090], [-0.113, 0.045, 0.289], [0.281, 1.090, 0.363], [-0.155, -1.942, -0.666], [1.200, 0.040, 0.520], [1.908, 0.404, -0.950], [-3.407, 0.403, 0.992], [0.034, 0.054, -0.054], [-0.376, 0.203, -0.248], [-0.147, -0.702, 0.245], [0.122, 0.091, 0.171], [-0.329, 0.070, 0.035], [0.431, 0.000, 0.051], [0.434, 0.320, -0.425], [-1.378, 0.487, -0.441], [1.195, -1.099, 0.456], [-0.851, 0.449, 0.598], [0.734, 0.705, 0.129], [-0.091, -0.079, 0.151], [0.257, 0.070, -0.305], [-0.127, 0.272, 0.113], [-0.014, 0.251, -0.454], [0.190, -0.112, 0.313], [0.012, -0.086, 0.088], [0.200, -0.709, -0.213], [-0.165, -0.186, -0.413], [0.691, -0.517, 0.646], [-0.551, 0.575, 1.828], [0.333, -1.148, -2.792], [2.470, 3.182, -0.965], [-2.920, -4.403, 1.475], [0.180, -0.216, -0.249], [-0.392, 0.388, 0.343], [0.024, 0.446, -0.006], [-0.191, -0.235, -0.851], [-0.090, 0.753, 0.609], [-0.533, 0.874, -0.235], [1.039, 0.325, 0.210], [-0.115, 0.461, 0.075], [-1.641, 0.423, -0.714], [1.655, -1.151, -0.368], [0.218, -0.447, 0.661], [0.054, 0.343, -0.160], [-0.130, 0.124, -0.653], [0.096, -0.228, 0.642], [-0.123, -1.048, 0.072], [-0.283, 0.084, 0.000], [0.514, 0.669, 1.063], [-0.186, -0.364, -0.595], [-0.073, 1.090, 0.001], [0.196, 0.376, -0.032], [-0.064, -0.632, -0.020], [0.338, -0.295, -0.733], [0.047, 2.178, 2.377], [0.405, -2.819, -2.226], [-0.336, 0.055, -0.258], [0.119, -0.447, 0.317], [-0.221, -0.005, 0.296], [-0.071, 0.108, -0.261], [-0.270, 0.217, -0.379], [-0.240, 0.724, 0.461], [0.078, 0.495, 0.420], [-0.624, 1.358, 0.479], [0.573, -0.531, -0.668], [-0.376, 0.319, 0.056], [-0.103, -0.006, 0.132], [0.016, -0.054, 0.193], [0.088, -0.257, -0.684], [0.188, 0.155, -0.136], [-0.349, -0.394, 0.194], [0.428, -0.004, 0.357], [-0.011, -0.217, -0.411], [-0.029, -0.280, 0.401], [0.167, -0.075, 0.106], [0.534, 0.210, 0.296], [-1.245, -0.508, -0.567], [-1.406, -0.595, 0.346], [-0.180, 3.016, -2.768], [0.661, -2.767, 1.827], [0.285, 0.036, -0.308], [-0.076, 0.070, 0.124], [0.284, -0.043, 0.046], [0.209, 0.505, 0.328], [0.321, -0.303, 0.288], [0.340, 0.577, -0.239], [0.284, -0.166, 0.618], [-0.015, 0.457, 0.092], [0.787, -0.170, -1.989], [0.720, -0.107, 0.345], [-3.694, -1.442, 2.243], [2.520, 0.916, -1.028], [-0.022, 0.035, -0.104], [-0.092, -0.098, 0.059], [-0.467, -0.120, -0.080], [0.217, 0.482, 0.396], [-0.359, 0.418, 0.913], [0.565, -0.089, -1.214], [-0.128, -0.252, 0.368]], "mulliken_charge": [-1.134, -0.345, -0.510, 0.225, -0.415, 0.346, 0.357, 0.279, 0.320, 0.262, 0.300, 0.318, -1.036, -0.545, -0.340, 0.269, -0.464, 0.277, 0.313, 0.345, 0.270, 0.395, 0.305, 0.215, -1.049, -0.329, -0.558, 0.226, -0.412, 0.273, 0.301, 0.333, 0.248, 0.327, 0.363, 0.277, -1.205, -0.287, -0.425, 0.127, -0.398, 0.319, 0.375, 0.334, 0.353, 0.184, 0.372, 0.245, -1.115, -0.402, -0.266, 0.002, -0.385, 0.300, 0.315, 0.347, 0.315, 0.355, 0.241, 0.291, -1.093, -0.329, -0.432, 0.202, -0.436, 0.327, 0.302, 0.311, 0.285, 0.301, 0.224, 0.337, -1.033, -0.420, -0.475, 0.295, -0.419, 0.311, 0.289, 0.323, 0.315, 0.237, 0.309, 0.268, -1.100, -0.444, -0.453, 0.294, -0.461, 0.315, 0.336, 0.308, 0.352, 0.261, 0.296, 0.302, -1.082, -0.230, -0.615, 0.172, -0.407, 0.318, 0.368, 0.255, 0.231, 0.319, 0.312, 0.362, -1.135, -0.410, -0.311, 0.099, -0.366, 0.341, 0.312, 0.320, 0.310, 0.298, 0.246, 0.299, -1.172, -0.335, -0.414, 0.097, -0.412, 0.346, 0.329, 0.325, 0.301, 0.339, 0.322, 0.276, -1.212, -0.374, -0.343, 0.234, -0.408, 0.353, 0.296, 0.360, 0.311, 0.258, 0.205, 0.311, -1.134, -0.533, -0.139, 0.184, -0.504, 0.356, 0.324, 0.283, 0.330, 0.324, 0.246, 0.263]}

***

2.
{"formula": "C16H18N2O3", "method": "ωB97M-V/def2-TZVPD", "orbital_gap_ha": 0.323, "lumo_ev": -0.3, "smiles": "CCCNC(=O)COC(=O)c1cc(C)nc2ccccc12", "e_above_lowest_kcal_mol": 21.87, "symbols": ["C", "C", "C", "N", "C", "O", "C", "O", "C", "O", "C", "C", "C", "C", "N", "C", "C", "C", "C", "C", "C", "H", "H", "H", "H", "H", "H", "H", "H", "H", "H", "H", "H", "H", "H", "H", "H", "H", "H"], "coordinates": [[2.858, 1.486, -1.625], [2.436, 1.010, -3.011], [2.471, -0.513, -3.144], [1.426, -1.149, -2.375], [0.489, -1.936, -2.925], [0.445, -2.244, -4.095], [-0.542, -2.469, -1.926], [-0.563, -1.671, -0.747], [-1.670, -1.730, 0.012], [-2.602, -2.454, -0.219], [-1.572, -0.833, 1.197], [-1.981, -1.337, 2.407], [-1.863, -0.544, 3.571], [-2.294, -1.089, 4.894], [-1.377, 0.667, 3.540], [-1.001, 1.206, 2.364], [-0.517, 2.531, 2.372], [-0.156, 3.141, 1.204], [-0.270, 2.459, -0.017], [-0.722, 1.168, -0.056], [-1.083, 0.500, 1.130], [2.169, 1.138, -0.858], [3.855, 1.122, -1.387], [2.875, 2.573, -1.589], [3.111, 1.432, -3.757], [1.427, 1.364, -3.235], [3.445, -0.890, -2.815], [2.310, -0.811, -4.182], [1.367, -0.938, -1.391], [-0.282, -3.503, -1.670], [-1.533, -2.481, -2.393], [-2.375, -2.339, 2.469], [-2.124, -0.347, 5.668], [-1.736, -1.993, 5.129], [-3.352, -1.345, 4.864], [-0.459, 3.038, 3.322], [0.209, 4.158, 1.209], [-0.002, 2.964, -0.933], [-0.817, 0.658, -1.003]], "forces_ev_per_a": [[-0.067, -0.024, -0.244], [0.144, -0.204, 0.142], [0.039, 0.190, -0.343], [0.313, 0.322, 0.392], [-0.273, -0.015, 0.567], [-0.164, -0.221, -0.256], [-0.325, -0.432, -0.566], [0.191, 0.142, 0.123], [-0.222, -0.250, -0.041], [0.152, 0.064, 0.022], [-0.159, -0.039, 0.546], [0.170, 0.159, -0.586], [0.064, 0.118, 0.003], [-0.003, -0.024, 0.022], [-0.126, -0.048, 0.583], [0.078, -0.133, -0.732], [0.055, 0.131, -0.177], [-0.011, 0.032, 0.255], [-0.094, -0.214, -0.164], [0.077, 0.218, -0.215], [0.015, 0.085, 0.439], [-0.038, 0.008, 0.136], [0.120, -0.020, 0.067], [0.000, 0.103, 0.116], [-0.026, 0.026, -0.058], [-0.028, 0.009, -0.106], [-0.029, 0.014, -0.102], [0.103, -0.007, 0.141], [-0.113, -0.076, -0.067], [-0.042, 0.152, -0.036], [0.255, 0.031, 0.025], [-0.047, -0.090, -0.018], [-0.002, 0.006, 0.028], [0.001, -0.095, 0.069], [-0.086, -0.062, 0.057], [0.006, 0.040, 0.106], [0.025, 0.083, 0.037], [0.017, 0.012, -0.100], [0.030, 0.009, -0.065]], "mulliken_charge": [-1.061, -0.274, -0.869, -0.084, 0.555, -0.665, -0.484, -0.256, 0.170, -0.567, 0.940, -0.843, 0.566, -1.280, -0.634, -0.128, -0.470, -0.601, -0.665, -0.682, 0.900, 0.192, 0.379, 0.314, 0.351, 0.219, 0.343, 0.396, 0.242, 0.311, 0.369, 0.498, 0.350, 0.319, 0.319, 0.472, 0.397, 0.483, 0.478]}